#1
39
Properties=species:S:1:pos:R:3:nbo_charge:R:1 method="wB97M-V/def2-TZVPD" homo_lumo_gap_ha=0.3259 e_homo_ha=-0.303 smiles="CCSc1ccccc1C(=O)NCCCn1ccnc1"
C -0.856 -3.150 0.600 -0.63
C -0.480 -2.794 -0.823 -0.51
H 0.520 -3.156 -1.061 0.25
H -1.186 -3.195 -1.551 0.21
S -0.320 -0.994 -1.090 0.20
C -1.838 -0.337 -0.441 -0.06
C -3.028 -1.045 -0.557 -0.27
C -4.191 -0.563 0.015 -0.19
C -4.180 0.631 0.717 -0.22
C -3.006 1.355 0.810 -0.15
C -1.835 0.897 0.219 -0.20
C -0.630 1.776 0.315 0.68
O -0.292 2.328 1.344 -0.63
N -0.009 1.973 -0.870 -0.61
H -0.293 1.430 -1.669 0.40
C 1.139 2.832 -1.027 -0.22
H 1.119 3.549 -0.202 0.23
H 1.036 3.375 -1.971 0.20
C 2.462 2.062 -1.017 -0.42
H 2.389 1.229 -1.720 0.22
H 3.249 2.731 -1.367 0.21
C 2.818 1.524 0.381 -0.22
N 2.743 0.089 0.473 -0.34
C 3.362 -0.820 -0.315 0.15
N 3.168 -2.044 0.093 -0.47
C 2.395 -1.936 1.205 -0.12
C 2.117 -0.623 1.454 -0.09
H 1.535 -0.145 2.216 0.23
H 2.108 -2.809 1.758 0.20
H 3.951 -0.553 -1.170 0.19
H 3.834 1.835 0.649 0.20
H 2.129 1.937 1.122 0.24
H -2.974 2.293 1.344 0.23
H -5.083 0.999 1.181 0.22
H -5.106 -1.127 -0.086 0.22
H -3.051 -1.974 -1.105 0.22
H -0.170 -2.675 1.296 0.22
H -1.868 -2.828 0.839 0.21
H -0.795 -4.229 0.729 0.22

---

#2
39
Properties=species:S:1:pos:R:3:nbo_charge:R:1 method="wB97M-V/def2-TZVPD" homo_lumo_gap_ha=0.3508 e_homo_ha=-0.335 smiles="CC[C@H](C)C(=O)Nc1nnc(CCc2ccccc2)s1"
C 3.739 -3.621 -0.746 -0.61
C 3.931 -2.110 -0.713 -0.39
H 4.731 -1.861 -0.014 0.22
H 4.218 -1.757 -1.705 0.20
C 2.653 -1.384 -0.284 -0.34
C 2.370 -1.646 1.172 0.72
O 3.198 -1.919 2.007 -0.59
N 1.051 -1.521 1.597 -0.64
C -0.088 -1.233 0.915 0.25
N -0.214 -1.014 -0.348 -0.33
N -1.456 -0.742 -0.723 -0.25
C -2.321 -0.741 0.218 0.08
C -3.744 -0.369 0.058 -0.45
H -3.948 -0.306 -1.012 0.24
H -4.389 -1.130 0.503 0.23
C -4.005 0.995 0.729 -0.43
C -2.986 1.996 0.257 0.07
C -1.906 2.340 1.058 -0.26
C -0.923 3.194 0.590 -0.19
C -1.012 3.719 -0.687 -0.22
C -2.092 3.392 -1.489 -0.20
C -3.070 2.534 -1.021 -0.24
H -3.908 2.277 -1.653 0.21
H -2.169 3.802 -2.485 0.21
H -0.243 4.381 -1.055 0.21
H -0.085 3.447 1.223 0.21
H -1.832 1.935 2.059 0.21
H -3.939 0.880 1.813 0.21
H -5.014 1.324 0.475 0.22
S -1.620 -1.118 1.794 0.28
H 0.940 -1.672 2.594 0.42
H 1.807 -1.727 -0.883 0.25
C 2.788 0.135 -0.458 -0.59
H 3.029 0.363 -1.493 0.22
H 1.854 0.633 -0.209 0.22
H 3.581 0.520 0.180 0.21
H 3.500 -3.995 0.247 0.21
H 2.930 -3.890 -1.423 0.20
H 4.648 -4.112 -1.085 0.21

---

Most stable structure - #1; separation to the second - 8.0 kcal/mol.

---

#1
17
Properties=species:S:1:pos:R:3:mulliken_spin:R:1 method="wB97M-V/def2-TZVPD" homo_lumo_gap_ha="0.3066 / 0.0987" charge=+1 s2=0.755 e_homo_ha="-0.458 / -0.458" spin_multiplicity=2
C 3.076 -0.205 0.479 0.00
O 4.157 -1.123 0.628 0.00
C 2.124 -0.239 -0.690 0.00
H 2.502 -0.252 1.410 0.00
H 3.686 0.701 0.446 0.00
H 3.956 -1.937 1.097 0.00
H 2.548 0.044 -1.652 0.00
H 1.851 -1.279 -0.936 0.00
H 1.149 0.229 -0.558 0.00
N -3.911 0.548 -1.059 0.84
C -2.633 0.479 -0.364 0.00
O -2.680 0.390 0.989 0.08
H -4.801 0.466 -0.551 -0.02
H -3.996 1.451 -1.543 -0.01
H -2.095 -0.417 -0.727 0.06
H -2.052 1.320 -0.772 0.05
H -2.763 1.263 1.405 0.00

---

#2
17
Properties=species:S:1:pos:R:3:mulliken_spin:R:1 method="wB97M-V/def2-TZVPD" homo_lumo_gap_ha="0.4011 / 0.1791" charge=+1 s2=0.756 e_homo_ha="-0.532 / -0.532" spin_multiplicity=2
C -0.450 0.599 0.535 0.05
O -1.099 -0.513 1.127 0.13
C -0.245 0.355 -0.953 -0.02
C 1.142 0.998 -1.400 0.23
N -1.414 0.619 -1.702 0.58
H 0.554 0.545 0.971 0.00
H -0.917 1.513 0.917 0.01
H -1.645 -0.974 0.480 0.00
H -0.050 -0.710 -1.141 0.03
H 1.253 0.695 -2.441 0.00
H 1.140 2.083 -1.387 0.00
H 1.933 0.607 -0.782 -0.01
H -1.591 1.628 -1.590 0.00
H -1.307 0.494 -2.709 0.00
H 0.863 -1.791 1.824 0.00
H 2.191 -2.428 1.761 0.00
O 1.723 -1.739 2.252 0.00

---

Most stable structure - #2; separation to the second - 18.0 kcal/mol.

---

#1
19
Properties=species:S:1:pos:R:3:nbo_charge:R:1 method="wB97M-V/def2-TZVPD" homo_lumo_gap_ha="0.2675 / 0.2366" charge=+2 e_homo_ha="-0.578 / -0.558"
C 2.008 -0.419 -0.097 0.62
C -1.845 0.068 -0.014 0.58
C 0.305 1.339 0.030 0.52
C -1.319 -2.088 1.107 0.36
C 2.850 -1.516 -0.410 -0.79
N -1.305 -1.031 0.548 -0.40
N -1.029 1.192 0.018 -0.54
N 1.179 0.410 -0.226 -0.36
N -3.100 0.031 -0.355 -0.70
N 0.815 2.592 0.209 -0.75
H -1.095 -3.111 1.229 0.27
H 2.418 -2.535 -0.097 0.32
H 3.944 -1.451 0.080 0.35
H 2.880 -1.690 -1.456 0.29
H -1.634 1.991 -0.221 0.44
H -3.670 -0.737 -0.053 0.46
H -3.443 0.900 -0.682 0.43
H 0.332 3.393 0.672 0.46
H 1.710 2.662 -0.283 0.44

---

#2
19
Properties=species:S:1:pos:R:3:nbo_charge:R:1 method="wB97M-V/def2-TZVPD" homo_lumo_gap_ha=0.3035 charge=+2 e_homo_ha=-0.718
C -0.528 -2.031 -2.065 0.34
C -0.462 1.116 -0.459 -0.06
C 1.084 -1.244 -1.409 0.19
C -1.913 1.562 0.125 -0.56
C 1.447 -1.424 1.353 -0.48
N 0.479 -2.532 -1.472 -0.27
N -0.844 0.265 -1.554 0.10
N 0.228 0.380 0.504 0.08
N -0.093 -0.674 -1.879 -0.07
N 0.994 -0.507 0.465 0.14
H -1.330 -2.297 -2.585 0.26
H 0.060 2.039 -0.635 0.34
H 2.070 -0.919 -1.879 0.32
H -1.861 1.762 1.262 0.28
H -2.642 0.830 -0.097 0.25
H -2.216 2.464 -0.404 0.27
H 2.429 -1.691 1.126 0.28
H 0.750 -2.230 1.357 0.30
H 1.307 -1.089 2.355 0.29

---

Most stable structure - #1; separation to the second - 115.5 kcal/mol.

---

#1
19
Properties=species:S:1:pos:R:3:nbo_charge:R:1 method="wB97M-V/def2-TZVPD" homo_lumo_gap_ha="0.2623 / 0.2595" charge=+2 e_homo_ha="-0.649 / -0.659"
C 0.005 1.573 0.033 -0.09
C 3.147 0.256 -0.039 0.07
C -1.411 1.324 0.018 0.03
C 2.430 -1.033 0.015 0.17
C 1.064 0.725 -0.030 0.28
N 2.286 1.256 -0.046 -0.28
N -3.247 0.105 -0.017 -0.44
N 0.139 -1.666 0.018 -0.68
N -1.980 0.104 -0.081 -0.15
N 1.120 -0.720 -0.019 -0.15
H 0.158 2.602 0.110 0.29
H 4.188 0.327 -0.015 0.26
H -2.026 2.211 0.029 0.26
H 2.651 -2.024 0.209 0.25
H -3.885 -0.686 -0.008 0.46
H -3.649 1.047 0.058 0.42
H 0.347 -2.424 0.749 0.43
H 0.123 -2.248 -0.845 0.42
H -1.461 -0.729 -0.140 0.46

---

#2
19
Properties=species:S:1:pos:R:3:nbo_charge:R:1 method="wB97M-V/def2-TZVPD" homo_lumo_gap_ha="0.3351 / 0.3352" charge=+2 e_homo_ha="-0.723 / -0.723"
C 3.064 0.437 0.089 0.11
C -0.756 1.074 -0.060 0.53
C -0.103 -1.398 -0.044 0.72
C 1.781 -0.105 0.434 0.28
C -1.962 1.885 -0.118 -0.70
N 4.032 0.885 -0.357 0.01
N 1.227 -1.159 -0.200 -0.57
N 0.419 1.522 -0.106 -0.54
N -0.943 -0.319 0.180 -0.58
N -0.552 -2.644 -0.168 -0.68
H 1.476 0.087 1.368 0.24
H -2.474 1.537 -1.082 0.29
H -1.834 2.881 -0.329 0.28
H -2.641 1.649 0.839 0.29
H 1.772 -1.949 -0.494 0.47
H 0.715 2.496 -0.099 0.46
H -1.850 -0.657 0.417 0.45
H 0.134 -3.390 -0.361 0.46
H -1.504 -2.830 0.091 0.46

---

Most stable structure - #2; separation to the second - 29.9 kcal/mol.